[1]
# C13H7Cl2N3O3TlV

A molecular structure, C13H7Cl2N3O3TlV (wB97M-V/def2-TZVPD, OMol25).

```
30
Properties=species:S:1:pos:R:3:forces:R:3
Tl -1.3424 -0.3197 -7.2808 -0.85 0.18 -0.43
V -0.5439 0.3080 -2.4839 -6.84 -3.34 -3.31
Cl -0.1682 -1.0328 -4.4532 -0.25 1.89 3.15
Cl -2.1140 1.7716 -2.6490 1.80 -1.32 0.02
O 2.0373 1.8117 -2.5234 -6.64 -3.80 0.34
O 0.6590 -3.5954 -7.7810 -1.32 3.05 0.29
O 0.9274 2.3537 -8.9583 -1.32 -2.21 1.32
N -0.5312 -0.6122 -0.8881 0.72 0.16 1.52
N -0.1444 -0.5572 1.2980 -0.39 0.08 -1.83
N 0.1121 1.7967 7.6497 0.00 -0.02 -0.04
C 0.0575 1.3777 6.5533 -0.09 -0.60 -1.60
C 0.2152 -1.7627 -0.5460 -0.06 0.02 0.72
C -0.0076 0.8724 5.2100 -0.02 0.96 2.23
C -0.7204 0.0963 0.2778 0.33 -0.71 0.35
C -0.9866 0.9402 2.9947 -0.26 0.64 1.15
C 1.0124 1.2238 -2.4791 11.81 6.88 -0.54
C -0.1198 -0.0919 2.6302 0.09 0.14 0.61
C -0.9375 1.4137 4.3065 -0.97 0.33 -1.65
C 0.2022 -2.5540 -7.6734 1.64 -3.47 -0.46
C 0.3999 1.4893 -8.4385 1.64 2.46 -1.59
C 0.4501 -1.7351 0.7925 -0.33 0.15 -0.70
C 0.8556 -0.1525 4.8138 1.17 -1.65 -0.86
C 0.7919 -0.6632 3.5195 0.22 0.12 0.72
H 1.4443 -1.4724 3.1854 -0.07 0.35 0.45
H 0.9485 -2.4487 1.4335 -0.07 -0.01 -0.18
H -1.7031 1.3540 2.2855 0.08 -0.05 0.48
H -1.2248 1.0485 0.3557 -0.02 -0.09 -0.07
H 0.4609 -2.4939 -1.2946 0.13 -0.21 0.00
H 1.5834 -0.5637 5.5124 -0.16 0.09 -0.07
H -1.6139 2.1980 4.6307 0.03 -0.04 -0.03
```
Positions in Å, forces in eV/Å.

multiplicity = 3
calculated total energy = -79585.374 eV
⟨S²⟩ = 2.075
charge = +4
Kohn-Sham gap (spin up / spin down) = 0.14573 / 0.16668 hartree
highest occupied orbital energy (spin up / spin down) = -21.3886 / -21.4047 eV

These are the natural (NBO) partial charges, in e, on atoms 1 to 5: Tl 0.821; V 1.048; Cl -0.204; Cl 0.097; O -0.137

***

[2]
# C13H8ClIrO8S2

A molecular structure, C13H8ClIrO8S2 (wB97M-V/def2-TZVPD, OMol25).

```
33
Properties=species:S:1:pos:R:3:forces:R:3
Ir -0.1214 0.0115 0.5232 -0.40 -1.11 0.77
Cl 4.6480 -2.8684 5.1624 0.03 -0.03 0.01
S 0.2216 1.9428 -1.4531 -0.03 0.54 -0.08
S -2.8391 0.8550 0.2187 0.05 -0.24 -0.38
O 1.0602 2.8361 -2.1808 -0.08 -0.07 -0.01
O 0.6382 0.2926 2.3137 -0.28 -0.25 -0.09
O 1.0105 1.4440 -0.2212 0.10 -0.13 0.30
O 1.2858 -1.4007 0.0382 0.21 0.65 -0.57
O -4.1771 0.8794 0.7065 0.03 0.01 -0.03
O -2.4948 -0.0118 -0.8870 -0.12 0.16 0.26
O -0.3113 0.7719 -2.0892 -0.11 -0.33 0.04
O -1.8585 0.5040 1.3555 0.32 0.51 0.20
C 2.2621 -1.5071 2.2309 -0.02 -0.05 -0.16
C -3.1905 3.4867 0.3905 -0.03 0.04 -0.08
C 3.2269 -2.2454 2.9561 0.07 -0.05 0.08
C -2.9111 4.8412 0.2834 0.01 0.01 0.00
C 2.7553 -0.9416 4.9090 -0.07 0.06 -0.05
C 3.4691 -1.9691 4.2672 -0.01 -0.01 -0.06
C -0.8707 4.3038 -0.8493 -0.04 0.02 -0.03
C -2.3222 2.5328 -0.1179 0.01 0.02 -0.16
C 1.8143 -0.2155 4.2307 0.08 -0.07 0.10
C -1.1325 2.9429 -0.7534 0.26 0.03 0.00
C 1.5376 -0.4787 2.8720 -0.07 0.34 -0.22
C -1.7493 5.2495 -0.3380 0.00 -0.02 -0.01
C 2.0774 -1.8776 0.8678 0.04 -0.09 0.17
H -4.0993 3.1519 0.8689 0.01 -0.01 0.00
H 3.7712 -3.0336 2.4515 0.01 0.00 0.03
H 2.9596 -0.7319 5.9504 -0.01 0.01 0.00
H 2.6824 -2.7153 0.5076 0.02 0.04 -0.03
H 0.0350 4.6199 -1.3441 0.01 0.00 0.01
H -1.5134 6.3007 -0.4335 0.00 0.00 0.00
H 1.2581 0.5781 4.7092 0.01 -0.01 0.02
H -3.6070 5.5638 0.6874 0.00 0.01 0.00
```
Positions in Å, forces in eV/Å.

calculated total energy = -67019.812 eV
Kohn-Sham gap = 0.27867 hartree
highest occupied orbital energy = -9.1561 eV

These are the natural (NBO) partial charges, in e, on atoms 1 to 5: Ir 1.471; Cl 0.017; S 2.375; S 2.375; O -0.912

***

[3]
# C13H8F5O2SeY

A molecular structure, C13H8F5O2SeY (wB97M-V/def2-TZVPD, OMol25).

```
30
Properties=species:S:1:pos:R:3:forces:R:3
Y 0.3320 -0.7928 0.8184 0.01 0.26 0.20
Se 2.1783 0.0280 -1.1559 -0.08 0.09 0.02
F -0.5882 1.2426 -0.2392 0.09 -0.17 -0.06
F 2.7374 1.8867 -3.5589 0.01 -0.06 0.06
F 1.2926 3.8703 -4.5918 0.00 0.00 -0.01
F -2.0162 3.2102 -1.3163 0.00 0.01 0.01
F -1.0973 4.5610 -3.5093 0.00 0.01 0.00
O 0.5054 -3.0256 0.4588 -0.08 -0.02 -0.02
O -1.3809 -2.0034 -0.0346 -0.05 0.02 -0.07
C -0.4654 0.6978 2.8426 -0.06 0.18 -0.17
C -0.6663 -3.0565 -0.0353 0.10 -0.11 0.02
C -1.0094 -0.5810 3.0801 -0.29 0.02 -0.10
C -1.1865 -4.3158 -0.6489 -0.05 0.00 -0.02
C 1.5758 2.1805 -2.9760 -0.01 0.11 -0.13
C 1.1399 1.4650 -1.8657 0.14 -0.10 0.02
C 0.8377 3.2143 -3.5276 -0.03 -0.04 0.06
C 1.2602 -0.7284 3.2622 -0.07 -0.32 -0.09
C -0.3828 3.5726 -2.9776 0.01 0.02 -0.05
C -0.0751 1.8688 -1.3554 -0.19 0.08 0.11
C 0.9364 0.6075 2.9597 0.09 0.14 -0.16
C -0.8490 2.8895 -1.8714 0.07 -0.04 0.00
C 0.0479 -1.4664 3.3362 0.45 -0.07 0.02
H -0.8883 -4.3210 -1.6990 0.00 0.00 0.00
H -1.0216 1.5904 2.5957 -0.02 0.00 0.07
H 1.6405 1.4128 2.8083 -0.01 0.01 0.08
H -2.0573 -0.8394 3.0442 0.00 0.01 0.04
H -0.7487 -5.1853 -0.1664 0.01 0.01 0.01
H 2.2586 -1.1201 3.3934 -0.02 -0.03 0.08
H -0.0380 -2.5248 3.5285 0.01 0.01 0.06
H -2.2719 -4.3377 -0.5987 0.00 -0.01 -0.01
```
Positions in Å, forces in eV/Å.

calculated total energy = -97685.503 eV
energy relative to the best compared isomer or geometry (same formula, charge and spin) = 0.0 kcal/mol
Kohn-Sham gap = 0.30819 hartree
highest occupied orbital energy = -8.3349 eV

These are the natural (NBO) partial charges, in e, on atoms 1 to 5: Y 1.966; Se -0.284; F -0.333; F -0.288; F -0.289

***

[4]
# C13H8N4O4S2Ti

A molecular structure, C13H8N4O4S2Ti (wB97M-V/def2-TZVPD, OMol25).

```
32
Properties=species:S:1:pos:R:3:forces:R:3
Ti -0.0344 0.3994 0.2631 0.25 -2.05 -1.25
S -1.1965 -0.2709 -1.9660 -0.21 -0.02 -0.31
S -0.2486 -3.0575 -2.7632 -0.02 0.02 -0.02
O 0.2789 1.6548 1.7080 0.12 1.28 1.18
O -0.0158 3.5974 2.7954 -0.03 0.03 -0.03
O -1.7605 5.8461 2.0216 0.00 0.01 0.01
O -3.1362 6.3354 0.3650 0.03 0.01 0.05
N 2.1168 -0.6329 2.6080 -0.01 -0.09 -0.09
N 0.4989 -1.7631 -0.6510 -0.03 -0.11 -0.12
N -1.2394 2.1362 -0.1410 -0.58 1.04 -0.04
N -2.0955 2.5254 -1.0907 0.00 -0.04 -0.03
C -2.2642 5.5029 1.0007 0.00 -0.01 0.00
C 1.4719 -5.0813 -1.8288 0.00 0.00 0.01
C 2.0713 -3.4181 0.3558 0.00 -0.01 -0.01
C -1.1757 3.1350 0.7363 -0.02 0.03 0.00
C 0.8882 -3.8273 -1.7006 0.00 -0.04 -0.02
C 1.4117 -0.4670 1.7034 0.47 -0.02 0.67
C 2.6531 -4.6655 0.2297 0.00 0.00 0.00
C -0.2319 2.8397 1.8869 0.06 -0.08 0.03
C -0.2674 -1.6773 -1.7074 0.00 0.01 0.02
C 1.1741 -2.9833 -0.6188 -0.01 0.05 0.03
C 2.3590 -5.4955 -0.8532 -0.01 0.01 0.00
C -2.0197 4.1960 0.3316 -0.01 0.01 -0.01
C -2.5837 3.7456 -0.8487 0.01 0.00 0.01
H 2.3084 -2.7884 1.1978 0.00 0.00 0.01
H -3.2887 4.1880 -1.5341 0.00 0.00 0.00
H 3.3496 -5.0036 0.9858 0.00 0.00 0.00
H -3.4746 5.9493 -0.4467 -0.03 -0.02 -0.06
H 2.6828 -0.6465 3.4290 0.01 -0.01 0.00
H 2.8267 -6.4677 -0.9304 0.00 0.00 0.00
H 1.2368 -5.7165 -2.6724 0.00 0.00 0.00
H -2.2955 1.9115 -1.8654 0.01 -0.02 0.00
```
Positions in Å, forces in eV/Å.

multiplicity = 3
calculated total energy = -72547.623 eV
⟨S²⟩ = 2.005
energy relative to the best compared isomer or geometry (same formula, charge and spin) = 36.1 kcal/mol
Kohn-Sham gap (spin up / spin down) = 0.25176 / 0.30308 hartree
highest occupied orbital energy (spin up / spin down) = -6.7883 / -8.1996 eV

These are the natural (NBO) partial charges, in e, on atoms 1 to 5: Ti 1.145; S -0.339; S 0.416; O -0.801; O -0.559

***

[5]
# C13H8NO12S5Tc

A molecular structure, C13H8NO12S5Tc (wB97M-V/def2-TZVPD, OMol25).

```
40
Properties=species:S:1:pos:R:3:forces:R:3
Tc 0.4789 -10.1391 -1.7294 -2.65 -0.78 -2.14
S -1.9345 -11.3050 -0.5376 -2.08 -1.41 0.66
S -0.0285 -16.2624 2.4211 0.24 -0.53 -1.19
S 0.6688 -8.3920 -0.2435 1.11 5.94 1.17
S 3.7464 -16.1573 0.5979 -1.04 0.01 0.73
S 1.5926 -11.9989 -2.9375 1.14 -6.78 0.43
O 3.0277 -11.9636 -2.8192 -1.40 1.26 -1.12
O -1.5341 -10.6304 -1.8740 2.64 1.21 0.65
O -3.2397 -10.8092 -0.1485 1.13 -0.34 -0.56
O -1.6884 -12.7102 -0.6621 -0.32 0.62 0.16
O 0.8136 -10.8664 -3.6383 0.74 1.53 2.58
O -0.5167 -17.5182 2.9833 -0.26 1.21 -0.60
O 0.9402 -13.2444 -3.2515 0.87 1.44 -0.58
O -0.0989 -8.1160 -1.5544 0.57 -1.76 1.70
O 0.5603 -7.2494 0.6396 0.53 -1.18 -1.09
O 1.1259 -11.8144 -1.3496 0.27 0.76 -1.00
O -0.9420 -15.2304 1.9151 0.49 -1.30 0.85
O 2.0794 -8.8208 -0.6854 -2.91 -0.48 0.13
N 1.1257 -16.5728 1.2644 -0.57 0.01 -0.24
C 3.1605 -14.2794 4.7874 0.56 -0.02 0.13
C 0.8545 -15.0203 4.8467 -0.48 -0.37 -1.31
C -0.8647 -10.8060 0.8312 0.02 1.42 -1.17
C 2.3248 -15.5242 2.9490 0.35 0.64 0.85
C -1.1458 -11.5469 1.9851 -0.38 0.12 -1.56
C -0.3449 -11.3613 3.0748 0.77 -0.92 0.91
C 0.7939 -9.5494 2.0275 1.19 -0.54 0.08
C 2.3226 -16.1157 1.5614 -0.05 -0.26 0.07
C 0.6789 -10.4090 3.0971 -1.18 0.41 -0.75
C 3.4462 -14.9491 3.5916 -2.51 -0.09 0.09
C 1.0568 -15.5440 3.5675 2.07 0.56 0.32
C 1.8949 -14.3093 5.4092 0.55 -0.19 -0.21
C 0.1003 -9.7621 0.8334 -1.06 -1.01 0.00
H -0.4096 -12.0738 3.8903 -0.25 0.22 0.15
H 1.7393 -13.7898 6.3417 0.13 0.01 0.20
H 3.9608 -13.7313 5.2881 -0.17 -0.12 -0.07
H -0.1283 -15.1822 5.2774 0.13 0.38 0.32
H -1.9921 -12.2477 1.8667 0.87 0.11 0.61
H 1.2867 -10.2346 3.9582 0.23 -0.15 0.39
H 4.3668 -15.0253 3.0474 0.53 0.27 0.15
H 1.5072 -8.7484 2.0554 0.19 0.11 0.25
```
Positions in Å, forces in eV/Å.

multiplicity = 4
calculated total energy = -96041.126 eV
⟨S²⟩ = 3.777
charge = -1
Kohn-Sham gap (spin up / spin down) = 0.08956 / 0.10222 hartree
highest occupied orbital energy (spin up / spin down) = -4.5874 / -4.5874 eV

These are the natural (NBO) partial charges, in e, on atoms 1 to 5: Tc 1.534; S 2.340; S 2.262; S 2.225; S -0.347

***

[6]
# C13H9Br3FN3O6Ru

A molecular structure, C13H9Br3FN3O6Ru (wB97M-V/def2-TZVPD, OMol25).

```
36
Properties=species:S:1:pos:R:3:forces:R:3
Ru -0.1060 -0.0836 0.0521 -1.14 0.71 0.08
Br -1.9614 1.1452 -3.1528 -0.07 -0.02 -0.01
Br 2.0560 -1.5842 1.4072 0.24 -0.18 -0.11
Br 2.2966 0.0794 -1.2458 0.25 0.04 -0.05
F 4.1103 4.3714 2.1385 -0.05 -0.06 0.02
O -0.8482 -1.9418 0.6077 0.51 0.65 0.46
O -0.7564 4.0307 -1.2613 0.08 -0.65 -0.41
O -0.1412 1.1051 2.0288 0.34 -0.61 -0.06
O 4.2430 1.7113 3.0588 -0.09 0.06 -0.03
O -0.3562 1.8983 -0.5860 0.43 -0.99 -0.50
O -2.6803 -2.6680 1.7294 0.41 -0.26 0.20
N 0.7536 3.1645 1.6782 -0.05 0.16 0.15
N -2.2558 -0.3142 -0.8225 0.03 0.34 -0.02
N 2.0044 1.5325 2.6890 -0.05 -0.23 0.08
C 1.8693 3.9888 1.6928 -0.04 0.20 -0.05
C 3.2279 2.2346 2.6861 0.04 -0.12 0.04
C -2.1243 -1.9600 0.9425 -0.65 0.44 -0.40
C -0.4888 3.6147 1.0622 -0.15 -0.23 -1.08
C -0.5421 3.1832 -0.4369 -0.11 0.73 1.25
C -4.2870 0.6151 -1.6172 -0.14 0.04 0.01
C -4.9708 0.0087 -0.5742 -0.09 0.01 -0.02
C -2.9189 0.4356 -1.7057 0.23 -0.22 0.10
C 3.0500 3.5792 2.1599 0.11 0.10 -0.02
C -2.9385 -0.9618 0.1348 0.07 -0.13 -0.11
C 0.8277 1.9027 2.1283 -0.12 0.06 0.07
C 3.3057 -0.8879 0.1168 -0.09 -0.04 0.08
C -4.2961 -0.8194 0.3111 0.03 0.05 -0.11
H -4.7893 -1.3629 1.1033 0.01 -0.02 0.00
H -1.3402 3.1467 1.5477 0.06 0.11 0.31
H -4.7986 1.2077 -2.3608 0.00 0.03 0.02
H 3.8170 -1.7095 -0.3667 -0.02 -0.03 -0.02
H 2.0310 0.6071 3.0979 0.04 -0.02 -0.04
H -0.5583 4.6968 1.0778 0.07 0.01 0.27
H 1.7474 4.9850 1.2905 -0.08 -0.02 -0.01
H 3.9832 -0.1956 0.6014 -0.01 0.07 -0.03
H -6.0385 0.1531 -0.4738 0.00 0.01 -0.04
```
Positions in Å, forces in eV/Å.

multiplicity = 6
calculated total energy = -245801.350 eV
⟨S²⟩ = 8.760
charge = +1
Kohn-Sham gap (spin up / spin down) = 0.32747 / 0.23118 hartree
highest occupied orbital energy (spin up / spin down) = -12.6328 / -12.5922 eV

These are the natural (NBO) partial charges, in e, on atoms 1 to 5: Ru 1.651; Br 0.158; Br 0.167; Br 0.164; F -0.268

***

Quick rundown of F_max, same order as above: 0.2660, 0.0273, 0.0089, 0.0470, 0.1339, 0.0283 hartree/bohr